Molecular formula: C4H10O2
Method: DFT, ωB97M-V/def2-TZVPD

Structure (ORCA input):
```
! wB97M-V def2-TZVPD RIJCOSX def2/J DEFGRID3
* xyz -1 2
O -1.866 2.329 1.650
O 1.173 0.610 0.312
C -0.465 -2.485 0.136
C 1.353 0.077 -0.974
C -1.223 1.410 0.933
C 0.114 1.563 0.289
H 0.010 1.415 1.726
H 0.477 -1.290 -0.549
H 0.055 0.843 -1.141
H -1.898 0.841 0.244
H 2.446 -0.049 -1.108
H 1.325 0.465 -2.007
H -0.009 -3.335 -0.379
H -1.536 -2.408 -0.071
H 0.308 2.496 -0.270
H -0.263 -2.482 1.211
*
```

Summary:
ΔE to the lowest compared entry with this formula, charge and spin ... 252.9 kcal/mol
E_LUMO (spin up / spin down) ... 0.1522 / 0.1109 Eh
DFT total energy ... -8393.3155 eV
HOMO-LUMO gap (spin up / spin down) ... 6.568 / 5.348 eV

Need the Mulliken charges? In units of e they are:
1 O -0.573
2 O -0.161
3 C -0.849
4 C -1.042
5 C 0.043
6 C -0.473
7 H -0.061
8 H 0.071
9 H 0.213
10 H 0.278
11 H 0.225
12 H 0.252
13 H 0.286
14 H 0.201
15 H 0.394
16 H 0.197



Molecular formula: C4H10O2
Method: DFT, ωB97M-V/def2-TZVPD

Structure (ORCA input):
```
! wB97M-V def2-TZVPD RIJCOSX def2/J DEFGRID3
* xyz 0 1
O -1.791 -1.774 0.892
O -1.463 0.314 -0.630
C -0.375 -0.147 0.131
C -0.528 -1.657 0.236
C 0.831 1.897 -0.780
C 0.936 0.423 -0.386
H -1.702 -1.065 1.560
H 0.153 2.028 -1.629
H 0.444 2.502 0.048
H 1.813 2.293 -1.060
H -0.525 0.148 1.226
H -0.586 -2.159 -0.738
H 1.662 0.296 0.426
H 1.313 -0.158 -1.239
H -2.180 -0.286 -0.357
H 0.267 -2.118 0.835
*
```

Summary:
ΔE to the lowest compared entry with this formula, charge and spin ... 23.1 kcal/mol
Structure (SMILES) ... CC[C@@H](O)CO
E_LUMO ... 0.0336 Eh
DFT total energy ... -8404.5445 eV
HOMO-LUMO gap ... 11.089 eV

Need the Mulliken charges? In units of e they are:
1 O -0.542
2 O -0.552
3 C 0.081
4 C -0.348
5 C -1.145
6 C -0.509
7 H 0.333
8 H 0.295
9 H 0.303
10 H 0.364
11 H 0.140
12 H 0.303
13 H 0.296
14 H 0.294
15 H 0.408
16 H 0.278



Molecular formula: C4H10O2
Method: DFT, ωB97M-V/def2-TZVPD

Structure (ORCA input):
```
! wB97M-V def2-TZVPD RIJCOSX def2/J DEFGRID3
* xyz 0 1
O 1.789 1.167 0.274
O 0.241 -0.730 0.987
C -1.729 -0.013 -0.269
C 0.491 1.319 -0.256
C -0.488 0.402 0.508
C 0.918 -1.501 0.000
H -2.286 0.856 -0.638
H 0.490 1.081 -1.332
H -1.459 -0.634 -1.130
H -2.391 -0.598 0.379
H 1.017 -0.983 -0.961
H -0.799 0.924 1.423
H 1.934 -1.696 0.366
H 1.692 0.490 0.963
H 0.402 -2.452 -0.159
H 0.178 2.367 -0.156
*
```

Summary:
ΔE to the lowest compared entry with this formula, charge and spin ... 30.1 kcal/mol
Structure (SMILES) ... CO[C@H](C)CO
E_LUMO ... 0.0361 Eh
DFT total energy ... -8404.2411 eV
HOMO-LUMO gap ... 11.146 eV

Need the Mulliken charges? In units of e they are:
1 O -0.534
2 O -0.528
3 C -1.297
4 C -0.706
5 C 0.531
6 C -0.707
7 H 0.371
8 H 0.302
9 H 0.315
10 H 0.342
11 H 0.323
12 H 0.282
13 H 0.292
14 H 0.381
15 H 0.276
16 H 0.356



Molecular formula: C4H10O2
Method: DFT, ωB97M-V/def2-TZVPD

Structure (ORCA input):
```
! wB97M-V def2-TZVPD RIJCOSX def2/J DEFGRID3
* xyz 0 1
O 0.191 -0.686 1.006
O 1.736 0.830 0.274
C 0.516 1.275 -0.262
C -0.552 0.472 0.520
C 1.041 -1.407 -0.061
C -1.765 -0.002 -0.242
H 0.562 -2.367 -0.048
H 2.102 -1.484 0.240
H 0.436 2.357 -0.115
H -1.441 -0.661 -1.053
H -2.316 0.839 -0.673
H 1.350 0.239 1.047
H 1.070 -0.995 -1.087
H -2.439 -0.567 0.412
H 0.385 1.081 -1.345
H -0.876 1.075 1.388
*
```

Summary:
ΔE to the lowest compared entry with this formula, charge and spin ... 57.7 kcal/mol
Structure (SMILES) ... CO[C@H](C)CO
E_LUMO ... 0.0366 Eh
DFT total energy ... -8403.0452 eV
HOMO-LUMO gap ... 10.660 eV

Need the Mulliken charges? In units of e they are:
1 O -0.546
2 O -0.578
3 C -0.645
4 C 0.531
5 C -0.702
6 C -1.335
7 H 0.296
8 H 0.315
9 H 0.339
10 H 0.318
11 H 0.367
12 H 0.438
13 H 0.308
14 H 0.335
15 H 0.274
16 H 0.286



Molecular formula: C4H10O2
Method: DFT, ωB97M-V/def2-TZVPD

Structure (ORCA input):
```
! wB97M-V def2-TZVPD RIJCOSX def2/J DEFGRID3
* xyz 0 1
O -0.312 0.722 1.374
O -2.099 0.597 -0.631
C -0.731 0.676 -0.952
C 0.127 0.070 0.167
C 1.601 0.400 -0.030
C -0.104 -1.433 0.271
H -2.164 1.027 0.236
H -0.583 0.140 -1.895
H 0.256 -1.941 -0.629
H 1.740 1.469 -0.221
H -0.742 0.060 1.929
H 2.168 0.140 0.869
H -0.421 1.720 -1.108
H -1.176 -1.643 0.365
H 2.012 -0.156 -0.878
H 0.428 -1.849 1.134
*
```

Summary:
ΔE to the lowest compared entry with this formula, charge and spin ... 10.9 kcal/mol
Structure (SMILES) ... CC(C)(O)CO
E_LUMO ... 0.0306 Eh
DFT total energy ... -8405.0733 eV
HOMO-LUMO gap ... 10.938 eV

Need the Mulliken charges? In units of e they are:
1 O -0.626
2 O -0.517
3 C -0.848
4 C 1.537
5 C -1.604
6 C -1.693
7 H 0.354
8 H 0.350
9 H 0.392
10 H 0.390
11 H 0.357
12 H 0.362
13 H 0.353
14 H 0.421
15 H 0.338
16 H 0.435



Molecular formula: C4H10O2
Method: DFT, ωB97M-V/def2-TZVPD

Structure (ORCA input):
```
! wB97M-V def2-TZVPD RIJCOSX def2/J DEFGRID3
* xyz 0 1
O -2.341 1.976 -2.083
O 4.073 -0.337 3.549
C -1.855 0.009 -0.859
C -0.320 0.015 -1.050
C 0.416 -0.632 0.075
C -2.552 0.803 -1.922
H -0.128 1.092 -1.096
H 4.779 -0.096 4.158
H -3.166 0.178 -2.610
H 0.430 -1.720 0.035
H 0.006 -0.397 1.060
H -2.181 -1.018 -0.674
H 1.447 -0.270 0.130
H -2.149 0.390 0.140
H -0.017 -0.342 -2.040
H 3.556 0.350 3.188
*
```

Summary:
ΔE to the lowest compared entry with this formula, charge and spin ... 29.2 kcal/mol
Structure (SMILES) ... CCCC=O.O
E_LUMO ... 0.0302 Eh
DFT total energy ... -8404.2814 eV
HOMO-LUMO gap ... 10.715 eV

Need the Mulliken charges? In units of e they are:
1 O -0.461
2 O -0.635
3 C -0.609
4 C -0.277
5 C -1.218
6 C -0.013
7 H 0.285
8 H 0.322
9 H 0.293
10 H 0.318
11 H 0.315
12 H 0.401
13 H 0.337
14 H 0.310
15 H 0.320
16 H 0.313



Molecular formula: C4H10O2
Method: DFT, ωB97M-V/def2-TZVPD

Structure (ORCA input):
```
! wB97M-V def2-TZVPD RIJCOSX def2/J DEFGRID3
* xyz 0 1
O -0.297 -0.455 -0.655
O 2.264 0.426 -0.961
C -0.799 -1.772 -0.744
C -0.381 1.692 0.453
C -0.896 0.267 0.415
C 2.666 0.337 0.276
H 0.684 1.745 0.690
H -0.918 2.247 1.227
H -0.542 2.189 -0.509
H 1.362 0.046 -1.105
H -0.683 -0.255 1.361
H -1.879 -1.761 -0.947
H -1.986 0.264 0.266
H -0.286 -2.273 -1.567
H 1.835 -0.206 0.823
H -0.621 -2.329 0.188
*
```

Summary:
ΔE to the lowest compared entry with this formula, charge and spin ... 91.7 kcal/mol
E_LUMO ... 0.0295 Eh
DFT total energy ... -8401.5684 eV
HOMO-LUMO gap ... 9.125 eV

Need the Mulliken charges? In units of e they are:
1 O -0.430
2 O -0.301
3 C -0.751
4 C -1.158
5 C -0.280
6 C -0.328
7 H 0.279
8 H 0.362
9 H 0.300
10 H 0.546
11 H 0.337
12 H 0.279
13 H 0.392
14 H 0.268
15 H 0.158
16 H 0.328



Molecular formula: C4H10O2
Method: DFT, ωB97M-V/def2-TZVPD

Structure (ORCA input):
```
! wB97M-V def2-TZVPD RIJCOSX def2/J DEFGRID3
* xyz 0 1
O -2.933 -1.171 -0.586
O 2.626 0.855 1.550
C 0.425 -0.985 -1.102
C -0.794 -0.127 -0.639
C -0.508 0.995 0.353
C -1.861 -1.099 -0.064
H 3.242 1.355 1.007
H 1.271 -0.316 -1.179
H -1.476 -1.718 0.775
H -1.382 1.344 0.902
H -0.071 1.950 0.032
H 0.600 -1.769 -0.353
H -1.321 0.213 -1.530
H 0.030 -1.579 -1.925
H 1.898 1.452 1.737
H 0.255 0.600 1.023
*
```

Summary:
ΔE to the lowest compared entry with this formula, charge and spin ... 30.4 kcal/mol
Structure (SMILES) ... CC(C)C=O.O
E_LUMO ... 0.0254 Eh
DFT total energy ... -8404.2309 eV
HOMO-LUMO gap ... 10.316 eV

Need the Mulliken charges? In units of e they are:
1 O -0.466
2 O -0.637
3 C -1.297
4 C 0.530
5 C -1.189
6 C -0.108
7 H 0.316
8 H 0.347
9 H 0.332
10 H 0.370
11 H 0.391
12 H 0.309
13 H 0.213
14 H 0.410
15 H 0.350
16 H 0.130



Molecular formula: C4H10O2
Method: DFT, ωB97M-V/def2-TZVPD

Structure (ORCA input):
```
! wB97M-V def2-TZVPD RIJCOSX def2/J DEFGRID3
* xyz 0 1
O 0.531 0.609 0.652
O -1.749 1.598 -0.352
C -1.628 0.204 -0.215
C -0.170 -0.245 -0.246
C -0.037 -1.706 0.159
C 1.811 0.989 0.202
H -0.386 -1.832 1.190
H 1.757 1.458 -0.792
H 0.224 -0.094 -1.263
H 2.504 0.136 0.152
H -2.164 -0.259 -1.051
H -2.092 -0.142 0.723
H -1.151 1.966 0.315
H 0.998 -2.056 0.102
H -0.648 -2.343 -0.492
H 2.200 1.718 0.917
*
```

Summary:
ΔE to the lowest compared entry with this formula, charge and spin ... 23.9 kcal/mol
Structure (SMILES) ... CO[C@@H](C)CO
E_LUMO ... 0.0380 Eh
DFT total energy ... -8404.5110 eV
HOMO-LUMO gap ... 11.048 eV

Need the Mulliken charges? In units of e they are:
1 O -0.396
2 O -0.533
3 C -0.702
4 C 0.484
5 C -1.356
6 C -0.724
7 H 0.346
8 H 0.321
9 H 0.335
10 H 0.272
11 H 0.352
12 H 0.317
13 H 0.341
14 H 0.335
15 H 0.359
16 H 0.251



Molecular formula: C4H10O2
Method: DFT, ωB97M-V/def2-TZVPD

Structure (ORCA input):
```
! wB97M-V def2-TZVPD RIJCOSX def2/J DEFGRID3
* xyz 0 1
O 0.190 1.493 -0.784
O -0.732 -1.499 0.697
C -1.002 -1.952 1.999
C 0.573 2.158 -1.966
C 0.112 -0.370 0.694
C 0.339 0.089 -0.750
H -0.088 -2.299 2.508
H -0.350 0.461 1.249
H 1.065 -0.614 1.194
H -1.461 -1.164 2.617
H -1.701 -2.789 1.918
H 0.751 1.517 -2.830
H -0.187 2.920 -2.166
H 1.557 2.660 -1.890
H 1.339 -0.198 -1.105
H -0.408 -0.411 -1.386
*
```

Summary:
ΔE to the lowest compared entry with this formula, charge and spin ... 43.2 kcal/mol
Structure (SMILES) ... COCCOC
E_LUMO ... 0.0405 Eh
DFT total energy ... -8403.6740 eV
HOMO-LUMO gap ... 10.811 eV

Need the Mulliken charges? In units of e they are:
1 O -0.329
2 O -0.304
3 C -0.693
4 C -0.719
5 C -0.440
6 C -0.383
7 H 0.288
8 H 0.327
9 H 0.289
10 H 0.294
11 H 0.243
12 H 0.339
13 H 0.243
14 H 0.249
15 H 0.280
16 H 0.316